Record 1
Molecular formula: C27H25BaIN11O3S2
Method: DFT, wB97M-V/def2-TZVPD

Properties
* strongest force on any atom: 0.02562 Eh/bohr
* E_HOMO: -0.1641 hartree
* E_LUMO: 2.07 eV
* total charge: -1

The geometry in XYZ format:
```
70
Properties=species:S:1:pos:R:3:forces:R:3:mulliken_charge:R:1
Ba -1.100602 0.555342 -0.859016 -0.96 -0.82 -0.39 1.0083
N -4.592357 -1.814364 0.504300 0.10 -0.01 -0.02 -0.5308
C -3.875963 -1.794903 -0.698348 -0.13 0.01 0.13 0.5506
S -4.054258 -0.326342 -1.632527 0.15 0.13 -0.05 -0.5018
N -3.206125 -2.868067 -0.940431 0.09 0.00 0.04 -0.6287
N -2.660809 -3.019441 -2.193088 -0.01 -0.02 -0.02 -0.2526
C -1.527505 -3.603640 -2.228994 0.07 -0.04 -0.13 -1.1820
C -0.630222 -3.976423 -1.110559 -0.03 0.07 0.20 0.8062
C -0.139469 -5.267100 -1.005726 0.02 -0.05 0.08 -0.3989
C 0.737771 -5.635729 0.011550 -0.03 -0.06 -0.06 -0.7452
C 1.141399 -4.673127 0.924954 -0.02 0.09 0.05 -0.4911
C 0.699816 -3.362095 0.821228 -0.05 0.02 0.06 -0.2217
C -0.177344 -2.964468 -0.207549 -0.03 -0.36 -0.70 -0.4818
O -0.509059 -1.736082 -0.430056 0.27 0.37 0.64 0.3655
H -4.614490 -0.911738 0.952865 -0.04 0.01 -0.03 0.2223
H -4.262510 -2.552808 1.111951 -0.01 0.00 0.01 0.2991
H -1.171626 -3.849446 -3.232268 -0.04 0.04 -0.01 0.3996
H -0.459623 -6.010182 -1.730027 -0.01 0.01 -0.01 0.4391
H 1.098108 -6.654009 0.085929 -0.01 0.00 0.00 0.3306
H 1.826250 -4.940388 1.722946 0.00 0.00 0.00 0.3848
H 1.043768 -2.602808 1.516839 0.03 0.00 -0.02 0.4927
N 3.559997 1.687724 5.114898 -0.02 0.01 0.01 -0.6033
C 2.791791 2.223014 4.075682 0.00 0.04 -0.02 1.0601
C 2.190632 1.387306 3.138883 -0.02 -0.02 -0.03 -0.7631
C 1.439164 1.912325 2.100982 0.14 -0.19 0.04 -0.3663
C 1.289179 3.282594 1.969554 -0.10 0.17 0.00 -0.1015
C 1.911541 4.123631 2.882357 0.01 0.08 -0.03 -0.4950
C 2.656559 3.604835 3.925347 0.00 -0.06 0.01 -0.8326
S 0.165685 4.014136 0.795755 0.20 -0.14 0.35 1.1474
O 0.702766 5.289823 0.407634 -0.03 0.07 -0.02 -0.7486
O -1.113344 4.039941 1.485957 0.00 -0.09 -0.01 -0.7999
N 0.025230 2.959803 -0.381262 -0.26 0.30 0.06 -0.4871
C 0.922098 2.912273 -1.392859 0.45 0.17 0.01 0.6865
N 2.161350 3.420638 -1.251714 0.06 0.00 -0.15 -0.4678
C 2.936529 3.396978 -2.322259 -0.05 -0.03 0.04 -0.1893
C 2.544500 2.844627 -3.533197 -0.02 0.01 -0.02 -0.8027
C 1.300676 2.242900 -3.539757 -0.03 -0.03 -0.11 -0.2546
N 0.486104 2.257578 -2.493713 0.13 0.22 -0.02 -0.2656
H 3.301568 0.745536 5.365145 0.01 0.00 0.00 0.2286
H 3.613703 2.278642 5.929935 0.02 -0.01 0.00 0.2152
H 2.290791 0.312223 3.231666 0.01 0.00 0.01 0.3188
H 0.988784 1.209009 1.408209 -0.06 0.18 -0.03 0.5545
H 1.804692 5.194702 2.764888 0.00 -0.01 0.00 0.4421
H 3.140887 4.271444 4.630058 0.00 0.00 0.00 0.2960
H 3.928485 3.823268 -2.203294 0.00 0.01 0.02 0.4066
H 3.190967 2.836598 -4.397623 -0.01 -0.01 -0.01 0.3761
H 0.933697 1.716227 -4.416101 0.02 0.00 0.00 0.4968
N -1.336437 2.727364 4.211722 0.03 0.06 -0.06 -0.5431
C -1.423624 1.470878 3.666118 -0.03 -0.13 0.01 0.4574
C -2.120789 1.268461 2.455557 0.06 -0.02 0.02 -0.4729
N -2.146952 0.090698 1.860636 0.17 0.18 0.08 -0.1617
C -1.521521 -0.927362 2.471002 -0.14 -0.13 0.02 -0.2322
C -0.920362 -0.738787 3.697653 -0.01 -0.04 -0.02 -0.7275
N -0.856200 0.450235 4.300229 0.00 0.09 -0.01 -0.5738
H -1.322566 3.463305 3.511359 -0.02 0.00 0.03 0.3420
H -0.595422 2.805024 4.892542 -0.01 0.00 0.00 0.3107
H -2.617779 2.100609 1.970190 0.02 0.00 0.00 0.5612
H -1.520257 -1.883082 1.963327 0.02 0.02 -0.02 0.6684
H -0.452292 -1.572598 4.209597 0.00 0.01 0.01 0.3979
I 2.067725 -1.092796 -2.661164 0.03 -0.06 0.03 0.0880
C 0.427003 -1.177780 -3.968300 -0.09 -0.02 -0.09 -0.3272
C 0.590108 -1.800872 -5.198398 0.08 -0.01 0.07 -0.4732
C -0.520415 -1.895181 -6.019389 -0.05 0.00 -0.03 -0.2993
C -1.730558 -1.380714 -5.583662 0.01 0.00 0.03 -0.6714
C -1.784341 -0.772585 -4.340684 0.00 -0.09 -0.01 -0.4913
N -0.711009 -0.659086 -3.551616 0.15 0.09 0.10 0.7035
H 1.550338 -2.204359 -5.484618 -0.01 -0.01 -0.01 0.4651
H -0.441516 -2.380582 -6.984264 0.01 0.00 0.00 0.3743
H -2.628961 -1.463053 -6.178765 0.01 0.00 -0.01 0.4212
H -2.713352 -0.407693 -3.918217 -0.01 0.01 -0.01 0.2681
```
Forces are in eV/Å.

Record 2
Molecular formula: C5H24N2O5
Method: DFT, wB97M-V/def2-TZVPD

Properties
* strongest force on any atom: 0.08229 Eh/bohr
* E_HOMO: -0.3173 hartree
* E_LUMO: 0.47 eV
* total charge: 0
* SMILES: CCN[C@@H](C)CN.O.O.O.O.O

The geometry in XYZ format:
```
36
Properties=species:S:1:pos:R:3:forces:R:3:nbo_charge:R:1
C 0.670363 2.424066 -2.348181 -1.39 0.69 -0.40 -0.6478
C 1.177683 1.764104 -1.047986 1.19 -2.80 -2.94 -0.2199
N 0.571386 0.439981 -0.753745 -0.08 0.61 1.74 -0.6794
C -1.854289 0.812749 -0.731200 -1.12 -1.05 2.00 -0.6507
C -0.597329 0.569528 0.137223 -0.97 0.50 -0.59 -0.0476
C -0.679239 -0.563505 1.217078 2.69 1.17 -0.69 -0.2782
N -2.000728 -0.747224 1.688119 -0.89 -0.51 -0.64 -0.8777
H 0.616597 3.498893 -2.200376 0.35 0.36 -0.06 0.2128
H -0.406678 2.216547 -2.678326 1.56 -0.34 0.64 0.2129
H 1.344039 2.247434 -3.203033 -0.37 -0.09 0.38 0.2140
H 2.268607 1.504157 -1.297560 -1.15 0.82 0.78 0.1767
H 1.111937 2.344190 -0.163975 0.02 0.74 0.54 0.2087
H 0.332645 -0.156890 -1.557857 0.16 0.69 0.31 0.3899
H -1.964417 0.004779 -1.448169 0.11 0.32 -0.59 0.2032
H -2.745615 0.701546 -0.076748 0.30 0.14 -0.34 0.2124
H -1.928845 1.818842 -1.114857 0.36 0.03 -0.51 0.2172
H -0.548007 1.470821 0.773012 0.61 0.04 -0.50 0.1804
H -0.080021 -1.376406 0.808135 -0.93 -0.72 -0.01 0.2080
H 0.011893 -0.227967 1.995060 -0.14 0.08 0.19 0.2124
H -2.244764 -1.579726 2.190717 0.27 -0.05 0.38 0.3878
H -2.321511 0.097783 2.121272 -0.38 -0.01 0.34 0.3665
H 2.241890 -1.610650 -1.573727 0.03 0.53 0.02 0.4797
H 3.271324 -0.646258 -0.834654 -0.61 -0.32 -0.38 0.4728
O 2.953364 -1.555589 -0.931507 0.67 -0.35 0.38 -0.9498
H 1.835049 0.942385 1.239665 0.15 0.03 0.22 0.4820
H 3.081520 1.010852 2.119787 -0.07 0.03 0.03 0.4733
O 2.257358 1.475204 1.936643 -0.08 -0.21 -0.20 -0.9585
H -1.729033 -1.360779 -3.385840 0.15 -0.10 -0.12 0.4595
H -1.405652 -2.355836 -2.266020 0.34 0.44 -0.40 0.4974
O -1.019812 -1.933684 -3.071383 -0.25 -0.04 0.09 -0.9842
H -1.050219 -2.995334 -0.179557 -0.13 0.45 0.34 0.4879
H -1.993127 -1.684864 -0.130977 0.19 -0.36 0.49 0.5104
O -1.747339 -2.490878 -0.607566 -0.61 -0.75 -0.62 -0.9785
H -0.827816 0.521176 4.236882 0.34 0.58 0.09 0.4721
H 0.662100 1.133848 4.182158 -0.42 0.37 -0.12 0.4917
O 0.116341 0.345876 4.191744 0.10 -0.92 0.14 -0.9574
```
Forces are in eV/Å.

no.,HOMO-LUMO gap (Ha)
1,0.2403
2,0.3348